Entry 1:
ORCA calculation (wB97M-V/def2-TZVPD) on 6 unconnected molecules or ions with the total composition C41H48BO3S at a distorted geometry.

Results
**Total charge**: +1
**Multiplicity**: 1
**LUMO**: -3.269 eV
**Frontier orbital gap**: 7.38 eV

Positions of all 94 atoms, in Å:
C 4.095 -4.613 -2.372
O 3.738 -3.232 -2.096
B 3.612 -2.440 -3.154
O 4.350 -2.463 -4.291
S 2.260 -1.089 -2.982
C 1.093 -1.687 -1.713
C -0.344 -1.446 -2.242
C -1.327 -1.511 -1.063
O -0.673 -2.246 -3.348
C -0.892 -3.631 -3.037
C -2.391 -3.930 -3.019
C -3.191 -3.278 -3.931
C -4.548 -3.512 -3.898
C -5.069 -4.373 -2.967
C -4.274 -5.038 -2.071
C -2.920 -4.804 -2.100
H 3.334 -5.277 -1.953
H 5.023 -4.816 -1.838
H 4.175 -4.857 -3.432
H 3.791 -2.188 -5.032
H 1.509 -1.081 -4.112
H 1.280 -2.722 -1.425
H 1.222 -1.044 -0.841
H -0.371 -0.407 -2.602
H -2.308 -1.212 -1.438
H -1.428 -2.508 -0.623
H -0.974 -0.858 -0.260
H -0.406 -3.956 -2.112
H -0.486 -4.195 -3.887
H -2.736 -2.600 -4.645
H -5.162 -2.970 -4.610
H -6.148 -4.502 -2.972
H -4.712 -5.734 -1.364
H -2.221 -5.279 -1.414
C -4.466 2.934 0.467
C -3.786 2.433 -0.635
C -2.466 2.024 -0.506
C -1.830 2.107 0.725
C -2.510 2.605 1.827
C -3.827 3.023 1.697
H -5.495 3.257 0.367
H -4.284 2.362 -1.594
H -1.932 1.639 -1.367
H -0.800 1.784 0.827
H -2.014 2.668 2.788
H -4.357 3.416 2.556
C -4.023 5.699 5.601
C -4.171 5.632 6.979
C -3.270 4.901 7.741
C -2.213 4.244 7.125
C -2.062 4.313 5.746
C -2.969 5.038 4.984
H -4.728 6.267 5.007
H -4.991 6.149 7.461
H -3.390 4.844 8.815
H -1.508 3.677 7.719
H -1.237 3.803 5.265
H -2.854 5.088 3.908
C 7.573 -5.647 2.744
C 7.476 -4.265 2.832
C 6.657 -3.568 1.955
C 5.928 -4.256 0.994
C 6.022 -5.639 0.908
C 6.848 -6.334 1.781
H 8.214 -6.189 3.427
H 8.040 -3.730 3.586
H 6.587 -2.490 2.020
H 5.284 -3.711 0.312
H 5.452 -6.177 0.160
H 6.925 -7.412 1.711
C -2.269 4.597 -5.672
C -2.019 4.791 -4.320
C -1.385 3.801 -3.583
C -0.994 2.621 -4.201
C -1.242 2.428 -5.553
C -1.883 3.415 -6.288
H -2.767 5.369 -6.246
H -2.318 5.714 -3.840
H -1.195 3.949 -2.527
H -0.494 1.850 -3.624
H -0.935 1.507 -6.036
H -2.081 3.264 -7.341
C 3.096 3.039 2.494
C 3.278 3.520 3.784
C 2.418 3.126 4.800
C 1.381 2.244 4.529
C 1.201 1.761 3.240
C 2.056 2.162 2.222
H 3.765 3.350 1.702
H 4.090 4.202 3.997
H 2.557 3.506 5.804
H 0.713 1.933 5.322
H 0.392 1.072 3.029
H 1.912 1.789 1.214

---

Entry 2:
ORCA calculation (wB97M-V/def2-TZVPD) on a molecular structure, C41H48IN4O5Sc.

Results
**Energy relative to the best compared isomer or geometry (same formula, charge and spin)**: 0.0 kJ/mol
**Total charge**: 0
**Multiplicity**: 1
**LUMO**: -0.469 eV
**Frontier orbital gap**: 7.73 eV

Positions of all 100 atoms, in Å:
Sc 0.249 -0.492 0.205
C 3.629 0.983 -3.142
C 3.169 -0.475 -3.171
C 4.062 -1.318 -4.086
C 1.716 -0.623 -3.583
C 1.310 -0.136 -4.821
C -0.002 -0.252 -5.246
C -0.930 -0.890 -4.438
C -0.562 -1.410 -3.201
C -1.546 -2.205 -2.365
C -1.303 -3.704 -2.566
C -3.008 -1.847 -2.613
C 0.765 -1.255 -2.767
N 1.104 -1.616 -1.434
C 1.991 -2.606 -1.221
O 2.460 -3.402 -2.025
C 2.442 -2.644 0.228
C 3.234 -3.636 0.777
C 3.558 -3.537 2.124
C 3.092 -2.472 2.886
C 2.302 -1.525 2.259
N 2.008 -1.633 0.970
C 1.662 -0.340 2.955
O 1.954 -0.088 4.118
N 0.800 0.305 2.145
C 0.131 1.468 2.631
C -1.006 1.352 3.440
C -1.685 2.510 3.808
C -1.269 3.754 3.370
C -0.144 3.857 2.569
C 0.580 2.729 2.203
C 1.876 2.855 1.425
C 3.061 2.891 2.399
C 1.917 4.056 0.487
C -1.500 0.007 3.937
C -3.006 -0.161 3.730
C -1.134 -0.191 5.412
H 4.694 1.034 -2.905
H 3.094 1.551 -2.379
H 3.483 1.475 -4.107
H 3.280 -0.860 -2.159
H 4.013 -0.959 -5.117
H 3.748 -2.361 -4.064
H 5.103 -1.261 -3.761
H 2.036 0.348 -5.464
H -0.301 0.142 -6.210
H -1.950 -0.994 -4.782
H -1.344 -2.003 -1.313
H -1.523 -3.988 -3.598
H -1.944 -4.292 -1.904
H -0.263 -3.963 -2.364
H -3.343 -2.167 -3.602
H -3.184 -0.772 -2.526
H -3.642 -2.359 -1.884
H 3.573 -4.448 0.150
H 4.174 -4.299 2.585
H 3.318 -2.360 3.937
H -2.558 2.438 4.446
H -1.817 4.642 3.658
H 0.182 4.835 2.237
H 1.985 1.960 0.811
H 3.005 3.789 3.019
H 4.008 2.910 1.854
H 3.056 2.029 3.066
H 2.007 4.998 1.033
H 1.019 4.115 -0.133
H 2.785 3.983 -0.171
H -0.984 -0.763 3.359
H -3.572 0.538 4.348
H -3.322 -1.167 4.022
H -3.283 0.012 2.690
H -1.636 0.557 6.030
H -0.059 -0.098 5.555
H -1.450 -1.179 5.759
C 0.174 2.780 -2.750
C -0.379 1.946 -1.633
O 0.420 1.209 -1.024
C -1.779 2.032 -1.276
C -2.565 3.069 -1.822
C -3.874 3.253 -1.463
C -4.444 2.378 -0.530
C -3.716 1.348 0.008
C -2.369 1.129 -0.352
O -1.744 0.096 0.151
H 1.177 2.435 -2.981
H 0.213 3.829 -2.451
H -0.451 2.701 -3.639
H -2.114 3.750 -2.531
H -4.453 4.062 -1.885
H -5.475 2.513 -0.226
H -4.163 0.678 0.733
N -2.886 -2.290 1.092
C -1.712 -2.761 1.495
O -0.639 -2.364 1.016
C -1.691 -3.840 2.539
I -2.216 -5.717 1.679
H -2.858 -1.431 0.543
H -3.738 -2.598 1.527
H -2.400 -3.643 3.338
H -0.684 -3.933 2.930

---

Entry 3:
ORCA calculation (wB97M-V/def2-TZVPD) on a molecular structure, C41H48N5O2RuTe at a distorted geometry.

Results
**Energy relative to the best compared isomer or geometry (same formula, charge and spin)**: 108.5 kJ/mol
**Total charge**: +2
**Multiplicity**: 6
**LUMO (alpha / beta)**: -4.010 / -7.030 eV
**Frontier orbital gap (alpha / beta)**: 7.82 / 5.98 eV

Positions of all 98 atoms, in Å:
Ru 13.710 13.884 12.501
C 16.038 12.918 14.464
C 16.069 13.969 15.601
C 14.675 14.520 15.874
C 14.353 14.856 17.208
C 13.160 15.472 17.445
C 12.365 15.815 16.415
C 12.699 15.351 15.166
N 13.831 14.705 14.906
N 15.820 13.448 13.051
C 16.632 14.675 12.728
C 15.870 15.984 12.850
C 16.574 17.221 13.001
C 15.900 18.400 12.755
C 14.636 18.334 12.268
C 14.038 17.065 12.017
N 14.603 15.911 12.357
C 16.201 12.410 12.071
C 15.815 12.723 10.644
C 16.648 12.420 9.568
C 16.318 12.941 8.316
C 15.139 13.628 8.104
C 14.322 13.819 9.237
N 14.692 13.439 10.478
H 16.913 12.297 14.500
H 15.188 12.253 14.659
H 16.485 13.498 16.459
H 16.743 14.779 15.375
H 15.083 14.597 17.902
H 13.001 15.755 18.465
H 11.508 16.391 16.570
H 12.117 15.482 14.232
H 17.619 14.610 13.272
H 16.993 14.663 11.677
H 17.634 17.256 13.259
H 16.367 19.342 13.006
H 14.064 19.208 11.931
H 13.049 17.049 11.600
H 17.289 12.179 12.098
H 15.682 11.520 12.456
H 17.536 11.796 9.726
H 17.057 12.770 7.578
H 14.841 13.967 7.113
H 13.343 14.289 9.194
C 9.890 14.874 10.744
C 10.807 13.868 11.383
O 10.581 12.625 11.373
N 11.977 14.240 11.899
Te 8.597 9.738 11.985
C 8.054 8.136 13.104
C 6.989 7.184 12.904
C 5.909 7.336 11.798
C 6.822 6.126 13.768
C 7.664 5.957 14.847
C 7.350 4.848 15.825
C 8.729 6.863 15.098
C 8.888 7.943 14.253
C 10.001 8.875 14.620
C 7.688 9.635 10.062
C 8.432 8.872 9.139
C 9.587 7.961 9.605
C 8.180 8.916 7.817
C 7.281 9.882 7.324
C 7.046 10.100 5.901
C 6.570 10.653 8.262
C 6.712 10.519 9.645
C 5.979 11.362 10.657
H 8.870 14.487 10.801
H 10.110 14.867 9.678
H 10.059 15.921 11.086
H 6.317 7.148 10.822
H 5.506 8.331 11.651
H 5.141 6.551 11.910
H 5.960 5.476 13.719
H 7.921 4.995 16.751
H 7.535 3.871 15.434
H 6.235 5.008 16.089
H 9.429 6.730 15.887
H 10.408 8.650 15.552
H 9.672 9.906 14.686
H 10.778 8.881 13.945
H 10.502 8.530 9.702
H 9.840 7.289 8.871
H 9.310 7.447 10.513
H 8.632 8.261 7.112
H 6.878 11.152 5.721
H 6.148 9.499 5.608
H 7.782 9.753 5.228
H 5.859 11.356 7.852
H 5.751 10.722 11.612
H 5.020 11.682 10.265
H 6.531 12.271 10.938
C 12.341 11.858 14.505
C 13.065 12.140 13.263
O 13.186 11.350 12.379
H 12.240 10.760 14.668
H 11.348 12.277 14.283
H 12.750 12.339 15.391

---

Entry 4:
ORCA calculation (wB97M-V/def2-TZVPD) on 10 unconnected molecules or ions with the total composition C41H49BClI2N11O at a distorted geometry.

Results
**Energy relative to the best compared isomer or geometry (same formula, charge and spin)**: 232.4 kJ/mol
**Total charge**: 0
**Multiplicity**: 1
**LUMO**: -1.671 eV
**Frontier orbital gap**: 6.31 eV

Positions of all 106 atoms, in Å:
C 0.943 0.589 -7.366
B -0.640 0.141 -7.541
O -1.612 0.970 -6.873
C -0.964 -1.162 -8.472
I -0.615 -0.846 -10.601
C 0.027 -2.339 -7.943
N 0.688 -3.251 -7.482
C -2.469 -1.757 -8.312
Cl -3.807 -0.557 -8.659
I -2.657 -3.378 -9.804
C -2.602 -2.365 -6.834
N -2.514 -3.005 -5.811
H 1.307 0.417 -6.278
H 0.981 1.697 -7.679
H 1.592 -0.006 -8.121
H -1.258 1.896 -6.967
N -1.481 -3.451 -1.340
C -2.074 -3.670 -2.555
C -3.299 -4.250 -2.330
C -3.453 -4.380 -0.927
C -2.317 -3.876 -0.342
H -0.571 -3.039 -1.203
H -1.574 -3.397 -3.472
H -4.006 -4.547 -3.091
H -4.301 -4.796 -0.403
H -2.031 -3.784 0.695
N 0.720 2.223 -3.771
C 2.079 2.099 -3.653
C 2.545 3.195 -2.969
C 1.428 4.007 -2.658
C 0.314 3.381 -3.162
H 0.112 1.564 -4.233
H 2.594 1.245 -4.066
H 3.578 3.390 -2.718
H 1.438 4.945 -2.122
H -0.729 3.660 -3.141
N -3.094 -4.115 3.620
C -4.181 -4.889 3.930
C -5.308 -4.123 3.762
C -4.887 -2.841 3.329
C -3.517 -2.866 3.249
H -2.133 -4.417 3.659
H -4.058 -5.915 4.243
H -6.324 -4.450 3.930
H -5.518 -1.993 3.102
H -2.807 -2.105 2.960
N 6.488 3.314 -2.736
C 6.204 1.974 -2.757
C 7.244 1.310 -2.156
C 8.190 2.285 -1.750
C 7.695 3.512 -2.119
H 5.900 4.041 -3.114
H 5.288 1.610 -3.199
H 7.317 0.240 -2.021
H 9.128 2.108 -1.245
H 8.097 4.507 -1.997
N 0.580 -5.556 4.869
C 1.940 -5.683 4.977
C 2.418 -4.580 5.642
C 1.306 -3.760 5.953
C 0.185 -4.388 5.467
H -0.033 -6.219 4.422
H 2.449 -6.545 4.570
H 3.454 -4.386 5.879
H 1.323 -2.814 6.475
H -0.857 -4.105 5.493
N 2.636 -1.716 3.370
C 2.479 -0.603 4.152
C 3.564 0.215 3.947
C 4.403 -0.425 3.003
C 3.804 -1.614 2.662
H 1.992 -2.490 3.323
H 1.612 -0.491 4.786
H 3.733 1.170 4.424
H 5.342 -0.057 2.614
H 4.108 -2.394 1.980
N 5.097 4.617 0.124
C 4.863 3.510 0.895
C 4.426 3.934 2.126
C 4.389 5.350 2.096
C 4.805 5.744 0.848
H 5.431 4.605 -0.826
H 5.029 2.518 0.501
H 4.161 3.295 2.956
H 4.090 6.008 2.899
H 4.921 6.726 0.413
N 0.729 6.881 0.408
C -0.357 6.099 0.697
C -1.487 6.863 0.529
C -1.066 8.153 0.118
C 0.306 8.133 0.049
H 1.692 6.581 0.451
H -0.232 5.070 0.998
H -2.503 6.531 0.685
H -1.698 9.001 -0.103
H 1.015 8.901 -0.223
N -9.145 -3.756 5.457
C -8.378 -2.631 5.309
C -9.178 -1.539 5.540
C -10.474 -2.022 5.846
C -10.423 -3.394 5.790
H -8.819 -4.703 5.341
H -7.332 -2.706 5.050
H -8.864 -0.506 5.496
H -11.348 -1.432 6.082
H -11.185 -4.141 5.957